This record from OMol25 describes C14H25BN6SiZn as an isolated structure at a distorted geometry. The level of theory is wB97M-V/def2-TZVPD.

Structure (XYZ):
```
48
C14H25BN6SiZn (wB97M-V/def2-TZVPD)
H -1.0574 -2.9039 -0.0310
N 0.7339 -1.9076 -0.4014
B 3.0692 -1.1612 -1.0636
N 1.9570 -2.2654 -0.9641
C 1.9341 -3.5793 -1.2688
Zn -0.0161 -0.0891 -0.1110
H 2.8253 -4.0519 -1.6784
C 0.6727 -4.0866 -0.9213
H 0.3042 -5.0889 -1.0502
C -0.0410 -3.0006 -0.3812
H 4.0811 -1.5665 -1.4986
C -0.1702 2.3020 1.5359
H -0.6927 3.1211 2.0412
H 0.0279 2.5160 0.4667
H 0.8437 2.1891 1.9546
N 3.2276 -0.5859 0.3919
N 2.5010 0.0362 -1.9183
N 2.1040 -0.1088 1.0711
N 1.3024 0.6287 -1.5252
C 4.3181 -0.5241 1.1914
C 2.9417 0.6437 -3.0422
H 5.2814 -0.8933 0.8529
H 3.8568 0.3324 -3.5188
C 3.9129 0.0260 2.4093
C 2.0281 1.6404 -3.3707
C 2.5320 0.2725 2.2776
C 1.0314 1.6097 -2.3978
H 4.5381 0.2268 3.2567
H 2.0735 2.2917 -4.2107
H 1.8652 0.7311 2.9967
H 0.1412 2.2079 -2.3037
H -0.7342 1.3716 1.6487
C -3.1705 -0.0647 2.3425
Si -3.4020 0.5420 0.5696
C -4.9869 -0.1818 -0.1623
C -3.5899 2.4266 0.6201
C -1.9615 0.1030 -0.5055
H -4.1001 0.1027 2.9137
H -2.3489 0.4641 2.8507
H -2.9594 -1.1462 2.3465
H -5.8634 0.0493 0.4697
H -5.1527 0.2285 -1.1740
H -4.8928 -1.2771 -0.2483
H -2.7479 2.9378 1.1123
H -3.6834 2.8456 -0.3935
H -4.5024 2.7121 1.1683
H -2.1361 -0.8740 -0.9801
H -1.8950 0.7982 -1.3673
```

The total energy is -80839.0120 eV. For the energy above the lowest of the compared OMol25 structures with the same formula, charge and spin, the calculation gives 8.11 kcal per mole. For the HOMO-LUMO gap, the calculation gives 9.5 eV. The multiplicity is 1.